Entry 1:
Below is a structure of composition C47H34InN6O2S2Te2, with properties calculated with wB97M-V/def2-TZVPD.

Properties
F_max in eV Å⁻¹: 0.9
Charge: -1
Energy relative to the best compared isomer or geometry (same formula, charge and spin) in eV: 1.357
Frontier orbital gap in eV: 7.89
Calculated total energy in eV: -103758.85981
LUMO in hartree: 0.0693

Geometry (Å):
In (-0.307, -0.838, -0.053)
S (-0.571, 0.958, 1.643)
C (-1.808, -0.067, 2.327)
S (-2.256, -1.495, 1.460)
C (-2.402, 0.275, 3.518)
C (-2.019, 1.449, 4.237)
N (-1.726, 2.396, 4.823)
C (-3.449, -0.509, 4.091)
N (-4.303, -1.119, 4.564)
C (5.958, 1.349, -3.524)
C (4.581, 0.997, -3.024)
C (3.529, 0.766, -3.883)
C (2.247, 0.406, -3.439)
C (1.150, 0.279, -4.424)
O (0.156, -0.404, -4.266)
C (1.269, 1.061, -5.711)
C (1.595, 2.414, -5.716)
C (1.666, 3.107, -6.915)
C (1.432, 2.450, -8.116)
C (1.100, 1.102, -8.114)
C (1.006, 0.415, -6.912)
C (2.002, 0.242, -2.053)
O (0.824, -0.086, -1.610)
C (3.074, 0.550, -1.176)
C (4.317, 0.902, -1.656)
C (2.835, 0.543, 0.300)
N (2.591, 1.578, 0.993)
C (2.498, 2.902, 0.382)
C (1.392, 3.004, -0.653)
Te (0.763, 5.014, -1.074)
C (-0.816, 4.229, -2.238)
C (-1.846, 3.545, -1.600)
C (-2.841, 2.936, -2.347)
C (-2.816, 3.010, -3.733)
C (-1.789, 3.688, -4.371)
C (-0.789, 4.299, -3.625)
C (2.886, -0.783, 0.985)
C (2.436, -0.911, 2.301)
C (2.519, -2.131, 2.950)
C (3.066, -3.233, 2.302)
C (3.514, -3.115, 0.995)
C (3.409, -1.900, 0.334)
H (5.965, 1.456, -4.608)
H (6.683, 0.577, -3.257)
H (6.309, 2.288, -3.090)
H (3.703, 0.840, -4.950)
H (1.780, 2.923, -4.778)
H (1.913, 4.162, -6.915)
H (1.512, 2.987, -9.052)
H (0.914, 0.584, -9.046)
H (0.738, -0.635, -6.897)
H (5.106, 1.115, -0.941)
H (3.461, 3.170, -0.068)
H (2.300, 3.599, 1.198)
H (0.500, 2.498, -0.291)
H (1.674, 2.562, -1.605)
H (-1.869, 3.483, -0.518)
H (-3.639, 2.400, -1.849)
H (-3.591, 2.529, -4.310)
H (-1.753, 3.729, -5.453)
H (0.015, 4.825, -4.124)
H (2.028, -0.039, 2.792)
H (2.161, -2.222, 3.968)
H (3.136, -4.187, 2.809)
H (3.930, -3.977, 0.487)
H (3.735, -1.818, -0.696)
N (3.584, -6.118, -0.555)
C (2.629, -5.526, -0.275)
N (1.523, -4.941, 0.096)
C (1.030, -3.810, -0.103)
N (0.463, -2.796, -0.272)
Te (-2.136, -1.952, -2.214)
C (-1.157, -3.527, -3.227)
C (-0.643, -3.445, -4.514)
C (-0.009, -4.546, -5.075)
C (0.132, -5.721, -4.351)
C (-0.377, -5.800, -3.063)
C (-1.034, -4.713, -2.507)
C (-3.388, -1.156, -3.725)
C (-2.950, -0.810, -4.998)
C (-3.861, -0.339, -5.935)
C (-5.198, -0.181, -5.597)
C (-5.627, -0.492, -4.313)
C (-4.727, -0.990, -3.382)
H (-0.710, -2.525, -5.071)
H (0.393, -4.475, -6.078)
H (0.645, -6.570, -4.783)
H (-0.258, -6.710, -2.488)
H (-1.442, -4.785, -1.507)
H (-1.900, -0.867, -5.247)
H (-3.517, -0.076, -6.927)
H (-5.902, 0.194, -6.328)
H (-6.666, -0.357, -4.042)
H (-5.067, -1.261, -2.389)

Atom charges from the Mulliken analysis, given in e for atoms 1 to 2: In 0.860; S -0.604

---

Entry 2:
Below is a structure of composition C47H34N4ORu, with properties calculated with wB97M-V/def2-TZVPD.

Properties
F_max in eV Å⁻¹: 0.5
Frontier orbital gap in eV: 5.62
Calculated total energy in eV: -59881.92882
LUMO in hartree: -0.0417

Geometry (Å):
Ru (0.034, 0.042, 0.073)
C (6.913, -3.298, -0.835)
C (6.279, -2.737, -1.934)
C (5.040, -2.129, -1.788)
C (4.419, -2.079, -0.543)
C (5.061, -2.646, 0.554)
C (6.301, -3.252, 0.410)
C (3.082, -1.434, -0.383)
C (3.018, -0.052, -0.505)
C (4.144, 0.807, -0.773)
C (3.657, 2.052, -0.958)
C (2.217, 1.992, -0.773)
C (1.334, 3.095, -0.759)
C (1.563, 4.262, -1.674)
C (2.605, 4.278, -2.615)
C (2.802, 5.342, -3.480)
C (1.938, 6.424, -3.479)
C (0.840, 6.387, -2.638)
C (0.646, 5.320, -1.775)
C (0.211, 3.079, 0.098)
N (-0.447, 1.963, 0.515)
C (-1.465, 2.359, 1.347)
C (-2.477, 1.545, 1.840)
C (-3.561, 2.193, 2.633)
C (-3.739, 1.865, 3.976)
C (-4.747, 2.458, 4.721)
C (-5.594, 3.386, 4.131)
C (-5.424, 3.721, 2.796)
C (-4.412, 3.130, 2.053)
C (-2.584, 0.160, 1.621)
C (-3.711, -0.660, 2.001)
C (-3.426, -1.925, 1.616)
C (-2.121, -1.898, 1.000)
N (-1.656, -0.610, 0.996)
C (-1.394, -3.023, 0.611)
C (-0.048, -3.008, 0.234)
C (0.784, -4.168, 0.048)
C (2.045, -3.722, -0.172)
C (1.992, -2.284, -0.153)
N (0.707, -1.880, 0.063)
C (-2.082, -4.343, 0.709)
C (-1.751, -5.256, 1.706)
C (-2.417, -6.469, 1.801)
C (-3.421, -6.786, 0.897)
C (-3.757, -5.882, -0.101)
C (-3.091, -4.669, -0.194)
C (-1.361, 3.783, 1.563)
C (-0.351, 4.229, 0.788)
N (1.876, 0.711, -0.460)
H (7.880, -3.770, -0.948)
H (6.749, -2.773, -2.909)
H (4.543, -1.690, -2.645)
H (4.580, -2.609, 1.524)
H (6.791, -3.686, 1.272)
H (5.176, 0.499, -0.775)
H (4.235, 2.950, -1.089)
H (3.255, 3.428, -2.722)
H (3.628, 5.307, -4.179)
H (2.090, 7.255, -4.156)
H (0.105, 7.181, -2.666)
H (-0.271, 5.302, -1.213)
H (-3.074, 1.144, 4.435)
H (-4.870, 2.197, 5.764)
H (-6.383, 3.848, 4.711)
H (-6.082, 4.443, 2.329)
H (-4.282, 3.387, 1.009)
H (-4.594, -0.309, 2.508)
H (-4.029, -2.807, 1.754)
H (0.450, -5.191, 0.095)
H (2.933, -4.310, -0.334)
H (-0.974, -5.005, 2.417)
H (-2.153, -7.167, 2.585)
H (-3.941, -7.732, 0.971)
H (-4.539, -6.122, -0.810)
H (-3.350, -3.961, -0.972)
H (-1.956, 4.354, 2.256)
H (0.048, 5.227, 0.770)
C (0.858, -0.804, -3.020)
O (-0.402, -0.161, -2.796)
C (-0.805, 0.181, -1.584)
C (-2.149, 0.835, -1.736)
H (0.821, -1.155, -4.048)
H (0.987, -1.637, -2.338)
H (1.665, -0.085, -2.899)
H (-1.979, 1.871, -2.048)
H (-2.703, 0.848, -0.803)
H (-2.728, 0.342, -2.519)

Atom charges from the Mulliken analysis, given in e for atoms 1 to 2: Ru 0.444; C -0.388

---

Entry 3:
Below is a structure of composition C47H37Cl2N7O2P2SV, with properties calculated with wB97M-V/def2-TZVPD.

Properties
F_max in eV Å⁻¹: 0.8
Multiplicity: 4
Energy relative to the best compared isomer or geometry (same formula, charge and spin) in eV: 0.000
<S²>: 3.762
Frontier orbital gap (alpha / beta) in eV: 6.85 / 7.39
Calculated total energy in eV: -144015.60701
LUMO (alpha / beta) in hartree: 0.0037 / 0.0029

Geometry (Å):
V (-0.176, 0.084, -0.448)
Cl (-3.300, -1.818, 5.406)
C (-3.029, -1.338, 3.761)
C (-1.768, -0.910, 3.390)
C (-1.493, -0.523, 2.084)
N (-0.209, 0.026, 1.714)
C (0.188, 1.048, 2.480)
O (-0.515, 1.630, 3.327)
C (1.637, 1.507, 2.450)
C (2.266, 1.622, 3.691)
C (3.566, 2.085, 3.748)
C (4.186, 2.459, 2.562)
C (3.472, 2.327, 1.385)
N (2.233, 1.844, 1.315)
C (-2.527, -0.572, 1.133)
C (-3.809, -0.973, 1.518)
C (-4.057, -1.357, 2.823)
Cl (-5.661, -1.851, 3.261)
N (-2.175, -0.177, -0.163)
C (-3.029, 0.258, -1.091)
O (-4.254, 0.390, -1.027)
C (-2.311, 0.572, -2.394)
C (-3.037, 1.035, -3.478)
C (-2.390, 1.191, -4.692)
C (-1.044, 0.872, -4.783)
C (-0.382, 0.449, -3.645)
N (-0.995, 0.317, -2.466)
H (-0.989, -0.867, 4.139)
H (1.717, 1.362, 4.586)
H (4.083, 2.168, 4.695)
H (5.196, 2.846, 2.549)
H (3.923, 2.612, 0.438)
H (-4.606, -0.970, 0.791)
H (-4.088, 1.240, -3.338)
H (-2.929, 1.545, -5.561)
H (-0.505, 0.959, -5.716)
H (0.677, 0.221, -3.668)
C (3.143, -2.739, -1.860)
N (2.101, -1.833, -1.389)
P (2.317, -0.190, -0.931)
C (3.770, -0.334, 0.162)
C (5.072, -0.035, -0.227)
C (6.124, -0.194, 0.666)
C (5.878, -0.641, 1.956)
C (4.578, -0.929, 2.354)
C (3.530, -0.777, 1.463)
C (2.941, 0.738, -2.365)
C (2.492, 2.057, -2.449)
C (2.852, 2.858, -3.523)
C (3.651, 2.343, -4.533)
C (4.100, 1.030, -4.462)
C (3.755, 0.233, -3.380)
P (0.518, -2.244, -0.935)
C (-0.277, -3.170, -2.291)
C (0.335, -4.189, -3.021)
C (-0.363, -4.850, -4.021)
C (-1.686, -4.519, -4.286)
C (-2.313, -3.530, -3.544)
C (-1.610, -2.857, -2.554)
C (0.648, -3.508, 0.365)
C (-0.536, -4.115, 0.785)
C (-0.534, -4.979, 1.867)
C (0.652, -5.253, 2.536)
C (1.832, -4.654, 2.122)
C (1.831, -3.778, 1.045)
H (4.119, -2.386, -1.521)
H (3.150, -2.810, -2.950)
H (2.995, -3.738, -1.447)
H (5.268, 0.342, -1.225)
H (7.134, 0.040, 0.355)
H (6.696, -0.755, 2.656)
H (4.380, -1.257, 3.367)
H (2.511, -0.977, 1.779)
H (1.843, 2.449, -1.672)
H (2.494, 3.878, -3.574)
H (3.921, 2.961, -5.380)
H (4.724, 0.627, -5.250)
H (4.119, -0.785, -3.335)
H (1.354, -4.485, -2.807)
H (0.122, -5.635, -4.586)
H (-2.228, -5.040, -5.064)
H (-3.349, -3.278, -3.732)
H (-2.096, -2.088, -1.968)
H (-1.468, -3.897, 0.273)
H (-1.461, -5.433, 2.194)
H (0.653, -5.927, 3.383)
H (2.759, -4.863, 2.642)
H (2.753, -3.298, 0.747)
S (-0.611, 2.798, -0.344)
C (-2.215, 2.923, 0.205)
N (-2.539, 2.525, 1.469)
C (-3.802, 2.460, 1.913)
C (-4.821, 2.874, 1.112)
C (-4.442, 3.379, -0.137)
N (-3.202, 3.413, -0.578)
H (-1.799, 2.223, 2.124)
H (-3.925, 2.065, 2.913)
H (-5.851, 2.817, 1.423)
H (-5.195, 3.769, -0.813)

Atom charges from the Mulliken analysis, given in e for atoms 1 to 2: V -0.194; Cl -0.233